# 1
114
Properties=species:S:1:pos:R:3 method="wB97M-V/def2-TZVPD" charge=+4 multiplicity=1 e_homo_ha=-0.578 e_above_lowest_kj_mol=442.39
Sn 0.552 1.093 -0.469
O 3.976 -1.259 1.544
C 2.686 -1.154 1.390
O 2.079 -1.585 0.262
C 1.877 -0.427 2.301
C 2.215 -0.020 3.605
C 1.248 0.620 4.359
C -0.046 0.788 3.859
C -0.286 0.371 2.556
N 0.656 -0.151 1.784
C -1.484 0.569 1.665
O -2.812 0.930 2.284
O -1.188 1.517 0.781
H 4.450 -1.705 0.816
H 3.196 -0.222 4.005
H 1.484 0.987 5.345
H -0.822 1.232 4.461
H -3.049 1.880 2.124
C -5.197 2.575 1.298
C -5.231 1.539 0.168
C -6.422 0.593 0.375
C -3.949 0.758 0.070
C -3.248 0.655 -1.073
C -2.164 -0.279 -1.311
C -1.784 -0.481 -2.771
C -2.953 -1.030 -3.598
C -1.311 0.818 -3.440
C -1.691 -1.086 -0.299
C -2.164 -0.775 1.108
C -3.483 0.029 1.287
C -2.158 -2.020 2.037
C -2.006 -1.750 3.534
C -3.458 -2.831 1.845
C -1.260 -2.485 -0.689
C -2.420 -3.160 -1.111
C -2.451 -4.441 -1.623
C -1.255 -5.109 -1.814
C -0.098 -4.491 -1.395
C -0.056 -3.216 -0.791
P 1.744 -3.081 -0.397
C 2.285 -4.384 0.912
C 1.883 -5.803 0.510
C 1.540 -4.030 2.196
C 3.807 -4.338 1.104
C 2.750 -2.932 -2.019
C 3.095 -4.307 -2.598
C 4.037 -2.136 -1.767
C 1.872 -2.162 -3.006
H -6.093 3.188 1.242
H -4.345 3.249 1.198
H -5.205 2.098 2.277
H -5.372 2.069 -0.777
H -6.465 0.220 1.396
H -6.375 -0.251 -0.307
H -7.343 1.135 0.179
H -3.616 1.193 -1.935
H -0.964 -1.211 -2.815
H -3.779 -0.326 -3.632
H -3.314 -1.974 -3.205
H -2.616 -1.197 -4.618
H -2.082 1.584 -3.432
H -1.070 0.617 -4.482
H -0.407 1.239 -2.963
H -4.297 -0.476 1.814
H -1.313 -2.641 1.719
H -2.688 -0.979 3.886
H -0.989 -1.486 3.809
H -2.247 -2.664 4.072
H -4.154 -2.627 2.653
H -3.251 -3.896 1.878
H -3.964 -2.624 0.908
H -3.351 -2.622 -1.045
H -3.389 -4.893 -1.896
H -1.220 -6.081 -2.277
H 0.835 -5.013 -1.544
H 0.807 -5.932 0.443
H 2.227 -6.474 1.296
H 2.358 -6.142 -0.407
H 0.463 -4.083 2.044
H 1.797 -3.045 2.585
H 1.804 -4.756 2.963
H 4.343 -4.170 0.173
H 4.142 -5.311 1.462
H 4.119 -3.618 1.857
H 3.551 -4.969 -1.864
H 3.817 -4.185 -3.405
H 2.226 -4.794 -3.036
H 4.732 -2.652 -1.105
H 3.828 -1.131 -1.398
H 4.558 -2.019 -2.716
H 0.983 -2.729 -3.275
H 2.435 -1.985 -3.921
H 1.572 -1.189 -2.596
S 3.995 7.066 -1.478
C 3.078 5.686 -0.942
C 3.246 4.539 -1.740
C 2.561 3.396 -1.428
N 1.734 3.290 -0.372
C 1.586 4.373 0.401
C 2.217 5.577 0.159
C 3.299 8.539 -0.714
C 2.766 9.450 -1.620
C 2.300 10.664 -1.117
N 2.384 10.909 0.158
C 2.887 10.089 1.038
C 3.382 8.848 0.635
H 3.894 4.566 -2.604
H 2.655 2.511 -2.056
H 0.926 4.260 1.255
H 2.043 6.412 0.820
H 2.725 9.248 -2.680
H 1.875 11.422 -1.764
H 2.927 10.416 2.068
H 3.844 8.193 1.357

***

# 2
116
Properties=species:S:1:pos:R:3 method="wB97M-V/def2-TZVPD" charge=+2 multiplicity=1 e_homo_ha=-0.469 e_above_lowest_kj_mol=144.12
Ti -0.192 0.265 -0.894
C 0.237 -3.149 -3.559
C 0.516 -2.243 -2.407
O -0.222 -1.233 -2.251
C 1.641 -2.481 -1.578
C 2.300 -1.422 -1.014
C 3.703 -1.567 -0.512
N 1.728 -0.161 -0.998
N 2.549 0.728 -1.687
C 1.800 1.529 -2.364
O 0.485 1.460 -2.200
C 2.349 2.477 -3.347
C 1.504 3.285 -4.100
C 2.033 4.172 -5.024
C 3.406 4.255 -5.204
C 4.254 3.439 -4.463
C 3.730 2.550 -3.541
H 0.377 -4.192 -3.278
H 0.950 -2.924 -4.358
H -0.775 -2.995 -3.923
H 2.147 -3.434 -1.648
H 4.301 -0.713 -0.815
H 4.161 -2.487 -0.867
H 3.675 -1.588 0.583
H 0.431 3.212 -3.968
H 1.372 4.801 -5.608
H 3.817 4.951 -5.925
H 5.326 3.497 -4.608
H 4.382 1.911 -2.959
C -3.343 2.211 0.029
P -1.602 2.508 -0.464
C -1.835 3.373 -2.050
C -1.043 3.881 0.618
C 0.361 4.365 0.246
P 1.604 3.034 0.527
C 2.024 3.365 2.280
C 3.078 3.774 -0.265
H -3.724 3.022 0.648
H -3.437 1.269 0.569
H -3.956 2.153 -0.870
H -2.546 4.191 -1.934
H -2.211 2.680 -2.802
H -0.884 3.773 -2.394
H -1.079 3.540 1.653
H -1.775 4.688 0.526
H 0.617 5.252 0.828
H 0.410 4.659 -0.805
H 2.503 4.341 2.382
H 2.699 2.599 2.668
H 1.121 3.358 2.883
H 3.329 4.731 0.196
H 2.910 3.930 -1.328
H 3.926 3.095 -0.154
C -2.453 -1.956 1.223
C -2.144 -1.025 2.391
P -0.776 0.180 2.073
C -1.271 1.490 3.270
C -0.366 1.977 4.215
C -0.741 2.964 5.118
C -2.027 3.481 5.098
C -2.944 2.991 4.177
C -2.570 2.006 3.278
C 0.689 -0.502 2.921
C 0.576 -1.181 4.136
C 1.706 -1.586 4.823
C 2.970 -1.296 4.318
C 3.093 -0.608 3.123
C 1.956 -0.215 2.423
P -0.882 -2.498 0.450
C -1.424 -3.812 -0.694
C -2.529 -3.604 -1.522
C -2.962 -4.598 -2.385
C -2.286 -5.810 -2.448
C -1.180 -6.023 -1.638
C -0.752 -5.032 -0.763
C -0.084 -3.466 1.773
C -0.848 -4.169 2.702
C -0.237 -4.947 3.675
C 1.148 -5.046 3.715
C 1.917 -4.360 2.785
C 1.305 -3.571 1.824
H -2.981 -1.411 0.440
H -3.089 -2.784 1.532
H -1.889 -1.607 3.275
H -3.022 -0.441 2.657
H 0.639 1.581 4.262
H -0.023 3.321 5.846
H -2.320 4.247 5.804
H -3.959 3.368 4.169
H -3.318 1.634 2.592
H -0.397 -1.391 4.565
H 1.604 -2.121 5.759
H 3.855 -1.600 4.865
H 4.076 -0.364 2.736
H 2.057 0.328 1.492
H -3.065 -2.664 -1.487
H -3.834 -4.433 -3.008
H -2.626 -6.589 -3.120
H -0.655 -6.969 -1.675
H 0.100 -5.220 -0.121
H -1.931 -4.125 2.665
H -0.841 -5.487 4.393
H 1.625 -5.659 4.469
H 2.998 -4.435 2.814
H 1.910 -3.025 1.113
C -1.604 0.429 -4.469
N -2.837 0.017 -3.800
C -3.037 -0.100 -2.485
N -4.280 -0.447 -2.080
O -2.160 0.116 -1.611
H -1.213 -0.384 -5.077
H -0.862 0.707 -3.733
H -1.808 1.284 -5.111
H -3.625 -0.177 -4.395
H -5.033 -0.630 -2.720
H -4.471 -0.484 -1.095

***

# 3
113
Properties=species:S:1:pos:R:3 method="wB97M-V/def2-TZVPD" charge=-1 multiplicity=1 e_homo_ha=-0.133 e_above_lowest_kj_mol=43.63
Sn -0.495 -0.377 -1.051
O -2.352 -2.027 -0.679
N -2.486 -3.152 -1.299
C -3.480 -3.961 -0.906
C -3.772 -5.136 -1.549
C -3.015 -5.487 -2.666
C -1.965 -4.680 -3.027
C -1.648 -3.511 -2.318
S -0.283 -2.588 -2.688
H -4.030 -3.597 -0.051
H -4.582 -5.755 -1.197
H -3.250 -6.377 -3.231
H -1.345 -4.908 -3.879
C 0.785 4.285 4.763
C 1.539 3.201 3.975
C 0.924 1.845 4.312
C 3.010 3.188 4.419
C 1.467 3.509 2.486
C 2.008 4.720 2.033
C 2.004 5.078 0.701
C 1.447 4.198 -0.209
S 1.327 4.335 -1.934
C 0.552 2.734 -1.965
N 0.405 2.206 -0.799
C 0.892 2.975 0.213
C 0.904 2.641 1.565
C 0.186 2.141 -3.220
C 0.325 2.892 -4.391
C 0.035 2.335 -5.614
C -0.396 1.017 -5.667
C -0.542 0.288 -4.502
C -0.256 0.800 -3.231
H 0.795 4.048 5.826
H -0.251 4.342 4.434
H 1.243 5.263 4.630
H 0.995 1.656 5.383
H 1.441 1.042 3.792
H -0.125 1.809 4.034
H 3.079 2.930 5.475
H 3.478 4.160 4.274
H 3.568 2.451 3.844
H 2.452 5.407 2.740
H 2.436 6.014 0.374
H 0.478 1.690 1.831
H 0.674 3.917 -4.334
H 0.155 2.912 -6.522
H -0.614 0.563 -6.628
H -0.867 -0.743 -4.578
C 2.347 -4.909 1.379
C 1.682 -4.266 0.156
C 1.013 -5.345 -0.697
C 2.701 -3.460 -0.621
C 3.658 -4.136 -1.361
C 4.644 -3.460 -2.051
C 4.690 -2.084 -1.977
C 3.755 -1.363 -1.247
C 3.939 0.139 -1.241
C 3.563 0.826 0.067
C 3.167 0.742 -2.410
C 2.723 -2.049 -0.582
N 1.708 -1.367 0.085
C 1.597 -1.521 1.366
C 0.531 -1.110 2.172
C 0.381 -1.422 3.539
C -0.861 -0.950 3.906
C -1.413 -0.348 2.759
N -0.583 -0.450 1.722
C -2.754 0.336 2.656
C -3.748 -0.625 1.993
C -2.626 1.600 1.801
C -3.272 0.743 4.042
H 1.615 -5.480 1.951
H 2.770 -4.150 2.033
H 3.151 -5.577 1.070
H 0.894 -3.593 0.504
H 1.688 -6.174 -0.899
H 0.688 -4.921 -1.642
H 0.140 -5.739 -0.179
H 3.637 -5.217 -1.395
H 5.379 -4.002 -2.632
H 5.475 -1.547 -2.497
H 5.009 0.322 -1.416
H 2.485 0.862 0.175
H 3.947 1.847 0.078
H 3.984 0.293 0.919
H 2.110 0.515 -2.309
H 3.519 0.323 -3.349
H 3.295 1.822 -2.442
H 2.397 -2.041 1.908
H 1.098 -1.931 4.156
H -1.320 -1.034 4.874
H -3.361 -0.928 1.024
H -4.719 -0.146 1.873
H -3.882 -1.515 2.606
H -2.198 1.339 0.835
H -1.972 2.328 2.279
H -3.602 2.064 1.658
H -3.463 -0.127 4.666
H -4.200 1.305 3.945
H -2.541 1.372 4.546
C -4.081 1.528 -3.928
P -3.272 1.200 -2.290
C -2.934 2.961 -1.840
C -4.822 0.941 -1.315
H -4.878 2.265 -3.837
H -4.496 0.603 -4.322
H -3.325 1.891 -4.621
H -3.846 3.556 -1.796
H -2.257 3.384 -2.579
H -2.436 2.983 -0.875
H -5.542 1.745 -1.467
H -4.566 0.865 -0.265
H -5.262 -0.004 -1.628

***

# 4
138
Properties=species:S:1:pos:R:3 method="wB97M-V/def2-TZVPD" charge=-1 multiplicity=1 e_homo_ha=-0.169
C -0.926 -7.340 1.134
C -0.579 -6.413 2.274
C -1.328 -6.548 3.442
C -1.090 -5.779 4.574
C -0.065 -4.845 4.504
C 0.672 -4.696 3.342
C 0.442 -5.453 2.190
C 1.287 -5.231 0.965
B 0.476 -4.297 -0.198
C -0.107 -5.376 -1.348
O 0.274 -4.846 -2.631
O 0.103 -5.861 -3.625
O -0.553 -3.528 0.555
C 0.123 -2.303 0.711
C 0.604 -2.050 -0.746
I -1.261 -1.946 -1.906
C 1.668 -0.995 -0.978
C 1.260 0.478 -0.861
C 0.395 1.047 -1.979
C -0.636 1.960 -1.750
C -1.398 2.394 -2.832
C -1.165 1.942 -4.119
C -0.127 1.056 -4.350
C 0.638 0.611 -3.282
O 1.291 -3.269 -0.899
H -0.052 -7.494 0.509
H -1.698 -6.888 0.510
H -1.294 -8.295 1.501
H -2.127 -7.281 3.476
H -1.681 -5.938 5.465
H 0.145 -4.265 5.394
H 1.470 -3.961 3.345
H 2.191 -4.712 1.304
H 1.602 -6.219 0.613
H 0.323 -6.379 -1.296
H -1.205 -5.415 -1.352
H -0.231 -5.402 -4.402
H 1.035 -2.488 1.296
H -0.449 -1.518 1.199
H 2.205 -1.177 -1.902
H 2.412 -1.164 -0.198
H 2.185 1.063 -0.888
H 0.794 0.702 0.092
H -0.863 2.308 -0.746
H -2.219 3.073 -2.628
H -1.787 2.268 -4.942
H 0.060 0.684 -5.348
H 1.425 -0.094 -3.504
C 6.574 -2.903 -2.026
C 5.211 -2.885 -2.680
O 4.603 -1.730 -2.098
C 5.584 -0.899 -1.682
O 5.413 0.216 -1.305
O 6.795 -1.508 -1.754
H 7.343 -3.294 -2.670
H 6.581 -3.450 -1.085
H 5.266 -2.745 -3.762
H 4.622 -3.774 -2.468
C -4.133 1.148 1.973
C -3.390 0.056 2.705
O -2.079 0.151 2.135
C -1.917 1.394 1.657
O -0.880 1.842 1.273
O -3.084 2.082 1.665
H -4.902 1.621 2.579
H -4.576 0.795 1.042
H -3.319 0.240 3.780
H -3.812 -0.932 2.543
C -1.991 4.837 0.608
C -0.929 5.881 0.851
O -1.656 7.110 0.637
C -2.965 6.857 0.847
O -3.807 7.704 0.916
O -3.198 5.540 0.972
H -1.858 3.952 1.210
H -2.056 4.545 -0.441
H -0.555 5.869 1.873
H -0.091 5.800 0.167
C -7.092 2.616 -2.443
C -7.260 2.886 -0.963
O -6.528 1.812 -0.371
C -5.611 1.375 -1.279
O -4.739 0.612 -1.039
O -5.835 1.941 -2.492
H -7.064 3.523 -3.042
H -7.864 1.952 -2.837
H -6.809 3.832 -0.657
H -8.298 2.866 -0.640
C 10.826 -5.257 -4.230
C 11.469 -5.839 -2.988
O 10.552 -5.455 -1.961
C 9.340 -5.253 -2.534
O 8.329 -5.084 -1.936
O 9.439 -5.264 -3.886
H 11.004 -5.852 -5.122
H 11.137 -4.228 -4.419
H 11.528 -6.928 -3.019
H 12.458 -5.434 -2.791
C 0.895 -9.298 -2.308
C 1.631 -9.544 -1.013
O 1.028 -10.759 -0.547
C 0.516 -11.411 -1.618
O 0.100 -12.526 -1.592
O 0.543 -10.628 -2.721
H 1.510 -8.813 -3.060
H -0.018 -8.716 -2.171
H 2.699 -9.717 -1.163
H 1.502 -8.743 -0.291
C 3.216 7.960 2.919
C 3.436 7.990 1.422
O 3.149 6.643 1.043
C 2.338 6.103 1.985
O 1.784 5.060 1.881
O 2.242 6.924 3.064
H 2.839 8.900 3.314
H 4.115 7.676 3.469
H 2.740 8.657 0.910
H 4.453 8.258 1.145
C -2.598 10.687 -0.319
C -4.026 11.156 -0.462
O -3.868 12.414 -1.132
C -2.684 12.393 -1.793
O -2.336 13.216 -2.576
O -1.956 11.307 -1.442
H -2.503 9.606 -0.364
H -2.127 11.048 0.597
H -4.622 10.493 -1.089
H -4.528 11.288 0.492
C -5.766 4.669 4.774
C -5.416 4.541 6.241
O -6.006 3.286 6.589
C -6.122 2.548 5.456
O -6.414 1.399 5.425
O -5.854 3.303 4.362
H -5.009 5.196 4.198
H -6.733 5.149 4.614
H -4.339 4.483 6.410
H -5.829 5.342 6.849